(1)
DFT (the ωB97M-V functional and the def2-TZVPD basis) results for a molecular structure, C22H43MgO3PTe.

Structure (XYZ):
```
71
Properties=species:S:1:pos:R:3:forces:R:3
Mg -1.071474 2.556776 1.328999 -0.8 0.0 -1.0
C 1.183540 2.278679 3.609859 -0.4 -0.1 -0.6
O 0.425675 3.148075 2.704420 0.6 0.5 0.3
C 1.083106 4.411587 2.373330 0.3 -0.9 0.2
C 0.084653 5.372813 1.784334 1.0 -0.3 -1.5
O -0.526463 4.691238 0.661093 -0.8 0.8 1.0
C -1.679276 5.518373 0.151572 1.6 -1.5 0.3
H 1.931507 2.831871 4.192696 -0.5 0.1 -0.1
H 1.714179 1.493082 3.042831 -0.4 0.4 0.1
H 0.416086 1.831941 4.255113 0.5 0.0 -0.1
H 1.911939 4.205515 1.656042 -0.5 0.2 0.5
H 1.453931 4.809750 3.320342 0.3 0.1 -0.2
H 0.687955 6.245154 1.399483 -0.8 -0.5 0.5
H -0.655236 5.681071 2.516114 -0.2 0.1 0.1
H -2.236903 4.832104 -0.468034 -0.4 -0.1 0.0
H -1.215947 6.276359 -0.454681 -0.1 0.7 0.0
H -2.234163 5.829117 1.032197 -0.2 0.3 -0.3
Te -3.367336 2.239251 -0.118939 0.2 0.9 0.7
O -0.045647 0.908754 0.976625 0.8 -0.2 -0.3
P -0.316894 -0.163550 -0.083468 -2.4 -1.8 -0.4
C -0.419016 0.624341 -1.780861 0.8 -1.1 0.2
C 0.717893 1.611746 -2.048277 0.6 0.5 -0.7
C 1.915504 1.092063 -2.881619 0.3 -0.1 0.2
C 1.420076 0.434002 -4.179538 0.9 0.7 -0.8
C 0.379052 -0.644563 -3.987973 -0.4 -0.4 -0.3
C -0.725056 -0.317588 -2.958679 -0.3 0.5 -1.6
C 0.759160 -1.682647 0.099140 1.1 0.1 0.3
C 1.964314 -1.253204 0.947895 0.2 0.6 0.7
C 3.049097 -2.321546 1.155826 0.6 -0.6 0.2
C 2.649044 -3.705504 0.545687 0.0 0.8 0.6
C 2.216778 -3.597028 -0.926287 0.9 -1.1 -0.4
C 1.205555 -2.469379 -1.177895 -0.4 1.0 0.3
C -2.027064 -0.921928 0.303241 1.2 1.6 0.2
C -2.190748 -1.064932 1.869455 -0.5 0.5 -0.5
C -2.200976 -2.491834 2.398562 -0.4 -0.2 0.3
C -3.113853 -3.371905 1.556889 0.1 -0.5 -1.0
C -2.512159 -3.474603 0.124702 0.5 0.6 0.6
C -2.475974 -2.095615 -0.558868 -1.4 0.0 -1.0
H -1.334801 1.184395 -1.635315 -0.3 0.4 0.4
H 1.087720 2.036095 -1.125345 0.1 0.1 0.4
H 0.318648 2.476248 -2.590257 -0.2 -0.1 0.0
H 2.518362 0.376005 -2.275096 -0.4 0.2 -0.4
H 2.639594 1.918802 -3.157374 -0.9 -0.7 0.5
H 2.307427 0.034511 -4.734032 -0.7 0.2 0.4
H 1.017659 1.233389 -4.840273 0.1 -0.3 0.4
H 0.866710 -1.559076 -3.702089 0.4 -0.4 0.1
H -0.110654 -0.891407 -4.971764 0.4 0.3 0.9
H -1.215067 -1.224144 -2.677374 0.1 -0.5 0.4
H -1.515012 0.107186 -3.602451 0.1 0.6 0.6
H 0.169778 -2.359818 0.735753 -0.1 0.2 -0.3
H 1.595690 -0.922550 1.953938 0.2 -0.2 -0.9
H 2.426340 -0.356848 0.529261 0.0 0.1 -0.2
H 3.117322 -2.454757 2.246780 0.3 -0.2 -0.3
H 4.073544 -1.977358 0.846599 -1.0 -0.3 -0.1
H 1.800934 -4.012351 1.192215 0.3 -0.3 -0.5
H 3.476502 -4.421528 0.675517 -0.4 0.2 0.0
H 1.789158 -4.581847 -1.281709 0.3 1.0 0.5
H 3.142187 -3.490941 -1.570515 -0.9 0.2 0.7
H 0.309149 -2.910774 -1.590419 -0.3 0.0 -0.4
H 1.581952 -1.748855 -1.917458 0.0 -0.3 0.3
H -2.638348 -0.002395 0.055638 0.4 -1.0 0.1
H -3.124213 -0.511506 2.136961 0.4 -0.6 -0.2
H -1.411342 -0.490879 2.368155 0.2 0.0 0.0
H -2.543674 -2.550661 3.458343 0.4 0.3 -0.6
H -1.184321 -2.905688 2.346528 -0.1 0.0 0.2
H -4.128900 -2.937438 1.505616 0.3 -0.2 0.1
H -3.161084 -4.390805 1.966943 -0.2 0.3 0.1
H -3.043386 -4.137651 -0.556736 -0.1 -0.3 0.3
H -1.477020 -3.866053 0.276724 -0.5 0.1 -0.4
H -3.539303 -1.833373 -0.897138 1.1 -0.5 0.6
H -1.966418 -2.175754 -1.550932 -0.1 0.0 1.1
```
Forces are in eV/Å.

The value obtained for the LUMO energy is 0.104 eV.

Löwdin population analysis, charges in e, atoms 1 to 2:
1. Mg 0.382
2. C -0.027


(2)
DFT (the ωB97M-V functional and the def2-TZVPD basis) results for 4 unconnected molecules or ions with the total composition C3H16NO4.

Structure (XYZ):
```
24
Properties=species:S:1:pos:R:3:forces:R:3
C -0.588560 1.058580 0.949691 -0.2 -1.0 2.3
C -1.333376 1.108226 -0.466083 0.2 1.2 -1.2
C -0.600433 2.034610 -1.383273 0.5 -0.6 -0.7
O -1.379141 -0.194177 -0.890652 -0.1 -0.5 0.3
N -1.082984 -0.114328 1.792537 0.7 0.7 -1.5
H 0.485945 0.885912 0.878353 -0.1 0.2 -0.7
H -0.772680 1.971941 1.518296 -0.2 0.2 -0.5
H -2.386163 1.479990 -0.340224 0.2 -0.7 0.6
H -0.600176 3.090774 -1.167904 -0.2 0.3 0.8
H -1.062993 1.971962 -2.378812 0.2 -0.2 0.1
H 0.441305 1.695213 -1.401053 0.1 0.2 -0.5
H -0.731140 -0.523567 -1.579506 -0.3 0.6 0.2
H -0.892625 -0.967265 1.221351 -0.8 -0.7 0.7
H -2.054509 0.006283 2.068367 -0.2 -0.4 0.1
H -0.500465 -0.301735 2.611278 0.0 0.3 0.3
H -0.790606 -3.517577 1.899284 -0.1 -0.6 0.1
H 0.488046 -2.814435 1.269398 -0.8 -0.2 0.2
O -0.402282 -2.679084 1.665029 0.8 0.9 -0.4
H 2.578282 0.135485 -2.508595 0.0 0.1 0.5
H 3.381504 0.312632 -1.215122 0.0 0.1 0.0
O 2.474068 0.299548 -1.550133 0.0 0.1 -0.6
H 1.473154 -0.965728 -0.617187 0.7 -0.8 0.0
H 2.399235 -2.092341 -0.120917 -0.5 0.0 -0.2
O 1.456585 -1.880922 -0.254124 -0.1 0.6 0.2
```
Forces are in eV/Å.

As for the expectation value of S²: 0.7549. The value obtained for the LUMO energy (alpha / beta) is -6.921 / -14.176 eV. The total charge is +2. For the relative energy (zero: lowest compared OMol25 entry of this formula, charge and spin), the calculation gives 23.3 kcal/mol. As for the spin multiplicity: 2.

natural (NBO) population analysis, charges in e, atoms 1 to 2:
1. C -0.170
2. C 0.051


(3)
DFT (the ωB97M-V functional and the def2-TZVPD basis) results for a molecular structure, C28H35N5O3ReS2.

Structure (XYZ):
```
74
Properties=species:S:1:pos:R:3:forces:R:3
Re 0.018600 0.247100 -0.337200 4.3 2.3 1.5
C -1.600900 -3.358300 -2.006100 0.2 0.0 0.2
C -1.252700 -2.046300 -1.400000 0.7 -0.2 -0.8
N -0.056200 -1.571400 -1.217200 -1.1 -0.4 -0.3
C 1.168500 -2.328300 -1.198000 1.0 -0.4 0.2
C 2.364100 -1.425100 -1.554800 -0.2 -0.7 -0.3
N 2.317600 -0.076100 -0.935500 -1.4 0.2 -0.2
C 3.291000 0.233200 0.132300 -0.1 0.0 0.8
C 2.707200 -0.101000 1.505800 0.6 -0.2 -0.6
N 1.389800 0.515000 1.644700 -1.6 -0.4 -1.7
C 1.227300 1.848500 2.229500 -0.3 0.6 0.0
C 0.268200 2.740500 1.388300 0.7 0.4 0.2
N -0.693300 1.927700 0.675800 -0.9 -0.4 0.0
C -1.982000 2.036700 0.725700 0.3 0.5 0.1
C -2.747900 3.064600 1.478700 0.1 0.1 0.0
C -2.720800 0.982600 0.005000 -0.3 -0.4 -0.1
C -4.097400 0.792900 -0.050100 0.4 -0.1 0.0
C -4.582500 -0.369700 -0.642100 0.2 0.2 0.1
C -3.709600 -1.340100 -1.117700 0.5 0.1 -0.1
C -2.339400 -1.098600 -1.057000 -1.1 0.4 0.0
N -1.907300 0.065600 -0.547400 -1.4 -0.3 -0.4
H -0.721500 -3.943900 -2.255900 0.0 0.0 0.0
H -2.198100 -3.197500 -2.904700 0.0 0.0 0.0
H -2.189200 -3.930800 -1.291200 -0.1 0.0 0.0
H 1.151900 -3.188400 -1.871300 0.0 0.1 0.0
H 1.267000 -2.697100 -0.165200 0.0 0.0 -0.4
H 2.368800 -1.294500 -2.639500 0.1 0.1 0.1
H 3.282900 -1.944300 -1.274500 0.0 0.0 0.0
H 2.515100 0.581600 -1.686600 -0.1 0.0 0.1
H 3.501200 1.304900 0.085100 0.0 -0.1 -0.1
H 4.231900 -0.305200 -0.016700 -0.1 0.1 -0.1
H 3.398100 0.211000 2.295300 -0.1 0.0 0.0
H 2.558700 -1.181700 1.580500 0.0 0.2 0.1
H 0.765100 -0.135100 2.121700 0.3 0.1 0.2
H 2.194200 2.352800 2.307500 -0.1 -0.1 0.0
H 0.805700 1.756000 3.236600 0.2 -0.1 -0.1
H 0.852000 3.270300 0.625700 -0.1 0.0 0.1
H -0.187800 3.475000 2.057400 0.0 -0.1 -0.2
H -2.126500 3.891600 1.811000 -0.1 0.0 -0.1
H -3.203800 2.606800 2.357300 -0.1 -0.1 0.1
H -3.549300 3.459500 0.857000 0.0 0.1 0.0
H -4.769500 1.526000 0.363300 -0.1 0.1 0.1
H -5.647800 -0.531300 -0.707400 -0.1 0.0 0.0
H -4.083800 -2.276300 -1.496200 0.0 -0.1 -0.1
C -3.581300 -3.311000 6.969900 -0.1 0.0 0.3
C -2.878200 -3.034500 5.691200 0.3 0.0 -0.4
C -1.492900 -3.200200 5.595500 -0.3 0.2 0.0
C -0.823400 -2.912800 4.420500 0.2 -0.1 -0.1
C -1.555400 -2.473100 3.335400 0.3 0.1 -0.6
C -2.925000 -2.284600 3.403500 -0.1 -0.1 0.0
C -3.588200 -2.581900 4.575800 0.2 0.0 0.1
S -0.835300 -2.070000 1.772500 -0.3 -1.1 1.2
O 0.591100 -2.329700 1.723200 0.0 -0.2 0.5
O -1.612800 -2.749100 0.747800 -0.1 -0.2 0.5
O -1.046200 -0.591100 1.709800 0.4 0.8 -1.0
H -3.189800 -4.206800 7.444600 -0.1 -0.1 0.0
H -4.650500 -3.415600 6.813900 -0.1 -0.1 0.1
H -3.419800 -2.487900 7.666000 0.0 0.1 0.1
H -0.942300 -3.552200 6.453800 0.1 -0.1 0.1
H 0.244900 -3.039500 4.328200 0.1 -0.1 0.1
H -3.444800 -1.928200 2.528500 -0.2 0.0 -0.1
H -4.660800 -2.476900 4.634100 -0.1 0.1 0.0
S 0.200400 1.483100 -2.412900 0.2 -1.0 1.3
C -1.275900 2.439000 -2.598700 -0.1 -0.1 0.1
C -2.497000 1.824800 -2.867500 0.1 0.2 -0.1
C -3.640700 2.595600 -2.981800 0.0 0.0 -0.1
C -3.562800 3.978200 -2.890100 0.0 -0.1 0.0
C -2.335000 4.587400 -2.676200 -0.1 0.1 0.0
C -1.189300 3.825400 -2.522800 -0.1 -0.2 0.1
H -2.544700 0.753800 -3.006200 0.0 0.0 0.0
H -4.590800 2.114600 -3.165000 -0.1 0.0 -0.1
H -4.455900 4.573200 -3.010300 0.0 0.1 0.0
H -2.261700 5.663100 -2.641900 0.0 0.1 0.0
H -0.230800 4.295500 -2.365400 0.1 0.1 0.0
```
Forces are in eV/Å.

As for the expectation value of S²: 0.7684. The value obtained for the LUMO energy (alpha / beta) is -7.580 / -7.448 eV. The total charge is +2. For the relative energy (zero: lowest compared OMol25 entry of this formula, charge and spin), the calculation gives 40.2 kcal/mol. As for the spin multiplicity: 2.

Löwdin population analysis, charges in e, atoms 1 to 2:
1. Re 1.439
2. C 0.036